{
  "formula": "C50H56Cl3MgNO3P2SSb",
  "method": "the ωB97M-V functional and the def2-TZVPD basis",
  "homo_lumo_gap_ev": 7.0,
  "total_charge": -1,
  "lumo_energy_ev": 2.4,
  "spin_multiplicity": 1,
  "symbols": ["Mg", "Cl", "C", "C", "C", "Cl", "C", "O", "C", "Cl", "C", "H", "H", "O", "C", "O", "C", "P", "C", "C", "C", "C", "C", "C", "C", "C", "C", "C", "C", "C", "H", "H", "H", "H", "H", "H", "H", "H", "H", "H", "H", "H", "C", "C", "C", "C", "P", "N", "C", "C", "C", "C", "C", "C", "C", "C", "H", "H", "H", "H", "H", "H", "H", "H", "H", "H", "H", "H", "H", "H", "H", "H", "H", "H", "H", "H", "H", "H", "H", "H", "H", "H", "H", "S", "Sb", "C", "C", "C", "C", "C", "C", "C", "C", "C", "C", "C", "C", "C", "C", "C", "C", "C", "C", "H", "H", "H", "H", "H", "H", "H", "H", "H", "H", "H", "H", "H", "H", "H"],
  "coordinates": [[0.376, 0.091, -0.120], [3.772, -5.328, -4.427], [3.101, -4.029, -3.462], [1.731, -3.841, -3.423], [1.209, -2.809, -2.665], [-0.502, -2.527, -2.700], [2.005, -1.934, -1.896], [1.525, -0.973, -1.217], [3.396, -2.164, -2.012], [4.480, -1.032, -1.248], [3.945, -3.189, -2.759], [1.066, -4.476, -3.990], [5.017, -3.308, -2.807], [-2.748, -0.299, -2.729], [-2.400, -0.035, -1.596], [-1.231, 0.453, -1.294], [-3.373, -0.208, -0.436], [-2.542, -1.090, 0.951], [-2.319, -2.770, 0.259], [-1.169, -3.440, 0.671], [-0.903, -4.728, 0.224], [-1.782, -5.350, -0.648], [-2.924, -4.684, -1.075], [-3.189, -3.399, -0.628], [-3.951, -1.379, 2.105], [-4.376, -2.635, 2.527], [-5.378, -2.763, 3.481], [-5.980, -1.640, 4.024], [-5.567, -0.380, 3.610], [-4.557, -0.255, 2.672], [-4.290, -0.673, -0.796], [-3.609, 0.793, -0.061], [-0.466, -2.926, 1.318], [0.002, -5.231, 0.538], [-1.570, -6.348, -1.011], [-3.602, -5.162, -1.772], [-4.073, -2.885, -0.982], [-3.915, -3.525, 2.118], [-5.687, -3.750, 3.799], [-6.764, -1.743, 4.764], [-6.020, 0.507, 4.034], [-4.217, 0.735, 2.389], [0.862, 2.888, 2.737], [2.000, 1.951, 3.201], [2.520, 2.455, 4.551], [3.127, 2.097, 2.166], [1.356, 0.161, 3.113], [0.611, -0.129, 1.807], [2.825, -1.034, 3.362], [2.242, -2.419, 3.677], [3.855, -0.702, 4.445], [3.550, -1.187, 2.010], [0.189, -0.078, 4.600], [0.800, -0.138, 6.003], [-0.825, 1.075, 4.560], [-0.626, -1.362, 4.362], [1.269, 3.687, 2.115], [0.361, 3.357, 3.584], [0.118, 2.364, 2.140], [2.944, 3.455, 4.410], [3.301, 1.828, 4.976], [1.723, 2.551, 5.287], [3.323, 3.162, 2.014], [2.854, 1.670, 1.200], [4.056, 1.639, 2.495], [1.855, -2.495, 4.690], [3.039, -3.161, 3.574], [1.447, -2.679, 2.979], [3.415, -0.579, 5.433], [4.426, 0.194, 4.214], [4.572, -1.527, 4.508], [2.845, -1.175, 1.177], [4.081, -2.143, 1.991], [4.287, -0.407, 1.839], [1.382, 0.745, 6.258], [1.435, -1.012, 6.139], [-0.011, -0.216, 6.735], [-0.383, 2.037, 4.807], [-1.611, 0.874, 5.295], [-1.287, 1.149, 3.575], [-0.144, -2.246, 4.775], [-0.784, -1.511, 3.294], [-1.604, -1.268, 4.843], [1.107, 2.433, -0.938], [0.096, 2.073, -2.952], [-1.923, 2.525, -3.297], [-2.606, 3.153, -2.263], [-3.923, 3.547, -2.448], [-4.554, 3.317, -3.662], [-3.865, 2.699, -4.695], [-2.547, 2.304, -4.516], [0.920, 0.561, -4.139], [0.196, -0.187, -5.058], [0.855, -1.120, -5.846], [2.225, -1.300, -5.716], [2.941, -0.559, -4.788], [2.288, 0.368, -3.988], [0.864, 3.824, -3.970], [2.215, 4.132, -3.813], [2.755, 5.279, -4.372], [1.946, 6.151, -5.088], [0.600, 5.863, -5.242], [0.063, 4.707, -4.687], [-2.116, 3.316, -1.310], [-4.459, 4.030, -1.640], [-5.585, 3.617, -3.803], [-4.356, 2.516, -5.642], [-2.021, 1.827, -5.332], [-0.880, -0.096, -5.122], [0.291, -1.726, -6.543], [2.731, -2.046, -6.315], [4.001, -0.726, -4.653], [2.837, 0.904, -3.221], [2.852, 3.476, -3.232], [3.807, 5.497, -4.240], [2.364, 7.053, -5.515], [-0.040, 6.540, -5.795], [-0.992, 4.505, -4.825]]
}


{
  "formula": "C4H11N3O",
  "method": "the ωB97M-V functional and the def2-TZVPD basis",
  "homo_lumo_gap_ev": 10.1,
  "smiles": "N/C=C/N.CNC=O",
  "total_charge": 0,
  "lumo_energy_ev": 0.9,
  "spin_multiplicity": 1,
  "symbols": ["N", "C", "C", "N", "H", "H", "H", "H", "H", "H", "C", "N", "C", "O", "H", "H", "H", "H", "H"],
  "coordinates": [[-1.422, 0.851, 0.482], [-0.994, 0.667, -0.883], [-0.753, 1.638, -1.780], [-0.214, 1.496, -3.113], [-0.808, 0.493, 1.181], [-2.391, 0.610, 0.649], [-0.924, -0.408, -1.153], [-0.846, 2.709, -1.535], [0.783, 1.460, -3.054], [-0.421, 2.292, -3.736], [0.553, -1.791, 2.377], [0.533, -1.485, 0.977], [1.525, -0.656, 0.444], [2.567, -0.297, 1.001], [1.605, -1.621, 2.706], [0.258, -2.840, 2.525], [-0.078, -1.127, 3.025], [-0.373, -1.436, 0.506], [1.401, -0.555, -0.617]]
}


{
  "formula": "CH4Cl2N2OS2",
  "method": "the ωB97M-V functional and the def2-TZVPD basis",
  "homo_lumo_gap_ev": 8.9,
  "total_charge": 0,
  "lumo_energy_ev": -0.5,
  "spin_multiplicity": 1,
  "symbols": ["C", "N", "N", "O", "S", "S", "Cl", "Cl", "H", "H", "H", "H"],
  "coordinates": [[-0.383, -1.727, -1.899], [-0.176, -1.260, -0.761], [-0.717, 1.002, 1.326], [1.576, -0.262, 1.158], [1.565, 2.675, 1.414], [0.910, 0.905, 0.554], [-1.876, 1.351, 0.015], [-0.944, -0.414, 2.248], [-1.424, -2.154, -2.134], [0.245, 3.057, 1.217], [0.457, -2.026, -2.594], [0.768, -1.148, -0.545]]
}


{
  "formula": "C24H25",
  "method": "the ωB97M-V functional and the def2-TZVPD basis",
  "homo_lumo_gap_ev": [7.3, 8.5],
  "s_squared": 0.766,
  "total_charge": 0,
  "lumo_energy_ev": [0.6, 0.1],
  "spin_multiplicity": 2,
  "symbols": ["C", "C", "C", "C", "C", "C", "C", "C", "H", "H", "H", "H", "H", "H", "H", "H", "C", "C", "C", "C", "C", "C", "C", "C", "C", "C", "C", "C", "C", "C", "C", "C", "H", "H", "H", "H", "H", "H", "H", "H", "H", "H", "H", "H", "H", "H", "H", "H", "H"],
  "coordinates": [[-1.946, 0.575, -0.036], [-2.078, 0.604, -1.370], [-3.160, 1.313, -2.069], [-3.219, 1.310, -3.481], [-4.195, 2.039, -4.160], [-5.146, 2.783, -3.441], [-5.117, 2.772, -2.040], [-4.139, 2.041, -1.360], [-1.014, 0.223, 0.527], [-2.751, 1.045, 0.538], [-1.367, 0.090, -2.036], [-2.474, 0.732, -4.033], [-4.214, 2.034, -5.251], [-5.903, 3.365, -3.968], [-5.854, 3.338, -1.468], [-4.122, 2.051, -0.271], [-0.961, -2.093, 0.550], [-0.300, -0.753, 0.893], [0.999, -0.621, 0.057], [2.205, -1.455, 0.509], [3.447, -1.175, -0.326], [3.585, -1.759, -1.592], [4.660, -1.410, -2.417], [5.614, -0.485, -1.974], [5.500, 0.071, -0.694], [4.428, -0.286, 0.133], [-0.099, -0.532, 2.368], [0.918, 0.325, 2.834], [1.004, 0.671, 4.185], [0.063, 0.186, 5.100], [-0.949, -0.672, 4.655], [-1.037, -1.017, 3.305], [-1.659, -2.440, 1.315], [-1.522, -1.985, -0.384], [-0.206, -2.880, 0.413], [0.750, -0.913, -0.975], [1.292, 0.440, 0.003], [2.429, -1.245, 1.560], [1.947, -2.520, 0.429], [2.834, -2.480, -1.928], [4.748, -1.860, -3.408], [6.444, -0.200, -2.624], [6.244, 0.785, -0.336], [4.333, 0.135, 1.139], [1.641, 0.747, 2.131], [1.804, 1.338, 4.511], [0.108, 0.483, 6.149], [-1.692, -1.066, 5.350], [-1.872, -1.645, 2.987]]
}


{
  "formula": "C12H16CeClDy",
  "method": "the ωB97M-V functional and the def2-TZVPD basis",
  "homo_lumo_gap_ev": [5.2, 6.1],
  "s_squared": 9.199,
  "total_charge": 0,
  "lumo_energy_ev": [-1.6, -1.4],
  "spin_multiplicity": 6,
  "symbols": ["Dy", "Cl", "C", "C", "H", "H", "H", "H", "H", "H", "Ce", "C", "C", "H", "H", "H", "H", "H", "C", "C", "C", "C", "C", "C", "C", "C", "H", "H", "H", "H", "H"],
  "coordinates": [[-3.638, 1.712, -3.382], [-3.191, 0.657, -1.047], [-3.746, 0.726, -5.449], [-3.795, 3.958, -3.261], [-3.783, 1.448, -6.280], [-2.853, 0.093, -5.599], [-4.630, 0.072, -5.539], [-3.823, 4.465, -4.237], [-2.913, 4.330, -2.709], [-4.689, 4.261, -2.692], [-0.434, 0.283, -0.648], [-0.951, -1.732, -1.664], [1.462, 0.759, -1.609], [-1.011, -1.542, -2.749], [-0.153, -2.459, -1.433], [-1.929, -2.051, -1.264], [2.055, 1.629, -1.282], [1.922, 0.049, -2.315], [0.435, -0.344, 1.347], [1.221, -0.639, 2.281], [2.074, -0.998, 3.328], [2.424, -2.356, 3.520], [3.348, -2.711, 4.499], [3.923, -1.727, 5.321], [3.547, -0.380, 5.166], [2.623, -0.017, 4.187], [1.951, -3.120, 2.898], [3.620, -3.760, 4.631], [4.654, -2.006, 6.079], [3.975, 0.382, 5.818], [2.306, 1.022, 4.082]]
}